1.
Entry from the OMol25 dataset: C40H45CoN9OS3 as an isolated structure at a distorted geometry (ωB97M-V/def2-TZVPD).

The energy is -127793.0999 eV. For the energy above the lowest of the compared OMol25 structures with the same formula, charge and spin, the calculation gives 0.486 eV. Its expectation value of S² is 0.765. As for the LUMO energy (alpha / beta): -4.456 / -4.647 eV. Its charge is +2. The spin multiplicity is 2. The value obtained for the frontier orbital gap (alpha / beta) is 8.3 / 8.1 eV. The value obtained for the largest force on an atom is 0.0251 Eh/bohr.

Each line ends with the Mulliken spin population.
Atoms and positions in Å:
1 Co 0.029 2.562 -0.471  1.096
2 C 1.333 2.886 2.267  0.004
3 C 0.680 1.542 2.560  0.001
4 C 1.050 0.514 1.533  0.011
5 C 1.593 -0.696 1.938  0.002
6 C 2.011 -1.617 0.993  0.000
7 C 1.871 -1.298 -0.343  -0.006
8 C 1.310 -0.083 -0.672  0.008
9 N 0.904 0.823 0.231  -0.061
10 N 0.676 3.642 1.178  -0.027
11 C -0.544 4.333 1.680  0.004
12 C -1.741 3.427 1.666  0.003
13 C -2.750 3.505 2.609  0.002
14 C -3.805 2.610 2.530  -0.002
15 C -3.801 1.658 1.523  0.003
16 C -2.754 1.650 0.619  0.003
17 N -1.747 2.530 0.675  0.025
18 C 1.611 4.656 0.648  -0.004
19 C 1.029 5.254 -0.593  0.010
20 C 1.311 6.541 -1.016  -0.002
21 C 0.738 7.001 -2.189  0.002
22 C -0.113 6.163 -2.894  0.000
23 C -0.351 4.896 -2.404  0.017
24 N 0.213 4.439 -1.277  -0.052
25 H 1.339 3.504 3.170  -0.001
26 H 2.371 2.721 1.971  0.000
27 H 1.028 1.201 3.535  0.000
28 H -0.403 1.636 2.639  -0.001
29 H 1.697 -0.899 2.995  0.000
30 H 2.451 -2.558 1.298  0.000
31 H 2.185 -1.970 -1.128  -0.001
32 H 1.196 0.181 -1.710  -0.014
33 H -0.369 4.728 2.684  0.000
34 H -0.749 5.183 1.028  -0.001
35 H -2.701 4.243 3.399  0.000
36 H -4.604 2.638 3.258  0.000
37 H -4.589 0.920 1.453  0.000
38 H -2.677 0.888 -0.147  0.001
39 H 1.831 5.425 1.395  0.000
40 H 2.539 4.146 0.380  -0.006
41 H 1.963 7.170 -0.426  0.000
42 H 0.941 8.003 -2.541  0.000
43 H -0.591 6.486 -3.807  0.000
44 H -1.015 4.219 -2.922  0.002
45 S -1.884 1.243 -4.299  -0.002
46 C -0.187 1.367 -4.445  0.000
47 C 0.357 1.732 -3.261  -0.001
48 N -0.560 1.903 -2.242  -0.031
49 C -1.779 1.672 -2.670  0.000
50 H 0.317 1.179 -5.378  0.000
51 H 1.407 1.909 -3.079  -0.006
52 H -2.657 1.779 -2.057  0.001
53 N 5.566 3.569 -0.535  0.001
54 C 4.886 2.458 -0.901  0.006
55 S 3.362 2.593 -1.602  0.015
56 N 5.492 1.296 -0.606  0.002
57 C 5.068 -0.033 -0.902  0.000
58 C 5.279 -1.001 0.071  0.000
59 C 4.964 -2.326 -0.192  0.000
60 C 4.432 -2.683 -1.422  0.000
61 C 4.227 -1.709 -2.390  0.000
62 C 4.548 -0.383 -2.141  0.001
63 H 5.230 4.442 -0.903  0.000
64 H 6.542 3.524 -0.289  0.000
65 H 6.346 1.350 -0.070  0.000
66 H 5.702 -0.721 1.028  0.000
67 H 5.148 -3.079 0.563  0.000
68 H 4.198 -3.718 -1.633  0.000
69 H 3.844 -1.986 -3.364  0.000
70 H 4.424 0.365 -2.909  0.001
71 C -3.967 -7.330 -1.348  0.000
72 C -2.998 -6.235 -0.923  0.000
73 C -3.658 -4.862 -0.958  0.000
74 N -2.658 -3.796 -1.092  0.000
75 C -2.729 -2.542 -0.677  0.000
76 S -1.810 -1.304 -1.356  0.000
77 N -3.593 -2.217 0.355  0.000
78 C -3.830 -2.763 1.627  0.000
79 O -4.649 -2.216 2.325  0.000
80 C -2.995 -3.903 2.095  0.000
81 C -1.624 -3.924 1.861  0.000
82 C -0.856 -4.956 2.378  0.000
83 C -1.459 -5.972 3.107  0.000
84 C -2.829 -5.949 3.339  0.000
85 C -3.597 -4.906 2.847  0.000
86 H -3.495 -8.309 -1.291  0.000
87 H -4.304 -7.179 -2.375  0.000
88 H -4.849 -7.349 -0.705  0.000
89 H -2.127 -6.235 -1.587  0.000
90 H -2.625 -6.429 0.084  0.000
91 H -4.231 -4.700 -0.052  0.000
92 H -4.347 -4.791 -1.805  0.000
93 H -1.964 -3.942 -1.811  0.000
94 H -3.923 -1.265 0.308  0.000
95 H -1.155 -3.126 1.295  0.000
96 H 0.213 -4.971 2.214  0.000
97 H -0.859 -6.782 3.502  0.000
98 H -3.296 -6.737 3.914  0.000
99 H -4.660 -4.856 3.045  0.000


2.
Entry from the OMol25 dataset: C40H45GeMnN2PSSe as an isolated structure (ωB97M-V/def2-TZVPD).

The energy is -218498.9638 eV. Its expectation value of S² is 8.761. As for the LUMO energy (alpha / beta): 0.272 / 0.195 eV. Its charge is 0. The spin multiplicity is 6. The value obtained for the frontier orbital gap (alpha / beta) is 7.5 / 8.3 eV. The value obtained for the largest force on an atom is 0.0034 Eh/bohr.

Each line ends with the Mulliken spin population.
Atoms and positions in Å:
1 Mn -0.929 -0.889 0.636  4.988
2 C 3.037 3.095 0.261  -0.001
3 C 3.541 3.096 1.703  0.000
4 C 3.285 4.483 2.308  0.000
5 C 5.050 2.818 1.685  0.000
6 C 2.835 2.039 2.550  -0.005
7 C 3.213 1.872 3.898  -0.001
8 C 2.608 0.958 4.735  -0.001
9 C 1.583 0.171 4.213  0.008
10 S 0.597 -1.047 4.963  0.009
11 C -0.262 -1.265 3.470  -0.054
12 N 0.167 -0.515 2.497  0.031
13 C 1.203 0.318 2.882  0.012
14 C 1.819 1.248 2.044  0.002
15 C -1.386 -2.191 3.267  -0.057
16 C -1.846 -2.980 4.323  -0.004
17 C -2.923 -3.825 4.122  0.015
18 C -3.530 -3.861 2.872  -0.015
19 C -3.053 -3.068 1.835  -0.161
20 C -1.958 -2.207 1.976  0.054
21 H 3.564 3.858 -0.314  0.000
22 H 1.968 3.310 0.195  0.000
23 H 3.213 2.133 -0.224  -0.001
24 H 3.784 5.250 1.712  0.000
25 H 3.660 4.554 3.330  0.000
26 H 2.216 4.705 2.324  0.000
27 H 5.561 3.567 1.076  0.000
28 H 5.258 1.834 1.261  0.000
29 H 5.483 2.852 2.685  0.000
30 H 4.005 2.488 4.303  0.000
31 H 2.922 0.864 5.765  0.000
32 H 1.456 1.327 1.026  0.038
33 H -1.376 -2.935 5.300  0.000
34 H -3.291 -4.444 4.930  0.001
35 H -4.378 -4.515 2.708  -0.001
36 H -3.559 -3.134 0.876  0.003
37 N -0.737 0.650 -0.509  -0.081
38 P -1.292 1.501 -1.657  0.093
39 C -2.298 0.604 -2.890  -0.016
40 C -1.884 0.402 -4.202  -0.005
41 C -2.605 -0.432 -5.050  0.000
42 C -3.749 -1.068 -4.592  0.001
43 C -4.176 -0.866 -3.284  0.009
44 C -3.454 -0.038 -2.440  0.031
45 C -2.378 2.872 -1.144  0.012
46 C -3.373 3.423 -1.947  -0.002
47 C -4.145 4.479 -1.484  0.001
48 C -3.930 4.991 -0.212  0.000
49 C -2.945 4.441 0.599  0.002
50 C -2.175 3.385 0.136  0.002
51 C -0.007 2.305 -2.669  -0.003
52 C -0.230 3.453 -3.427  -0.005
53 C 0.787 3.988 -4.204  0.000
54 C 2.035 3.378 -4.232  0.000
55 C 2.264 2.236 -3.479  0.000
56 C 1.247 1.704 -2.698  0.013
57 H -0.988 0.890 -4.567  0.000
58 H -2.271 -0.583 -6.068  0.000
59 H -4.309 -1.718 -5.251  0.000
60 H -5.071 -1.358 -2.923  0.000
61 H -3.786 0.106 -1.417  -0.011
62 H -3.555 3.021 -2.938  0.000
63 H -4.920 4.899 -2.113  0.000
64 H -4.533 5.813 0.151  0.000
65 H -2.781 4.832 1.595  0.000
66 H -1.419 2.930 0.765  0.000
67 H -1.197 3.941 -3.406  0.000
68 H 0.607 4.884 -4.785  0.000
69 H 2.829 3.798 -4.837  0.000
70 H 3.238 1.763 -3.492  0.000
71 H 1.412 0.822 -2.093  0.028
72 C -0.788 -5.413 0.203  -0.012
73 Ge 1.103 -5.022 0.475  -0.003
74 C 1.420 -4.087 2.159  -0.013
75 C 2.132 -6.688 0.427  0.000
76 C 1.789 -3.863 -0.966  0.012
77 Se 0.923 -2.121 -1.181  0.028
78 C -0.525 -2.684 -2.347  0.091
79 H -1.137 -6.083 0.990  0.000
80 H -0.955 -5.902 -0.758  0.001
81 H -1.385 -4.504 0.257  0.012
82 H 0.820 -4.511 2.965  0.000
83 H 1.149 -3.037 2.053  0.018
84 H 2.473 -4.147 2.438  0.000
85 H 1.827 -7.356 1.233  0.000
86 H 3.198 -6.488 0.537  0.000
87 H 1.978 -7.207 -0.520  0.000
88 H 1.760 -4.354 -1.940  0.002
89 H 2.836 -3.638 -0.754  0.001
90 H -1.138 -3.445 -1.869  -0.006
91 H -0.103 -3.062 -3.276  0.001
92 H -1.126 -1.801 -2.553  -0.064


3.
Entry from the OMol25 dataset: C40H45N9O2SY as an isolated structure at a distorted geometry (ωB97M-V/def2-TZVPD).

The energy is -71592.0252 eV. For the energy above the lowest of the compared OMol25 structures with the same formula, charge and spin, the calculation gives 0.000 eV. As for the LUMO energy: -2.911 eV. Its charge is +1. The spin multiplicity is 1. The value obtained for the frontier orbital gap is 6.6 eV. The value obtained for the largest force on an atom is 0.0317 Eh/bohr.

Each line ends with the Löwdin charge.
Atoms and positions in Å:
1 Y -0.474 -0.094 0.184  1.501
2 O -7.019 -3.468 -1.477  -0.001
3 C -6.212 -3.914 -0.662  -0.687
4 O -6.100 -4.937 0.017  -0.004
5 C -4.963 -2.945 -0.445  -0.051
6 C -4.502 -2.167 -1.489  0.061
7 C -3.298 -1.490 -1.343  -0.207
8 N -2.657 -1.430 -0.164  0.056
9 C -3.159 -2.117 0.878  -0.206
10 C -4.265 -2.948 0.747  0.059
11 C -2.423 -2.085 2.155  -0.212
12 C -3.037 -2.478 3.343  0.009
13 C -2.273 -2.619 4.486  -0.026
14 C -0.906 -2.394 4.408  -0.038
15 C -0.385 -1.941 3.212  -0.198
16 N -1.122 -1.748 2.113  0.015
17 C -2.719 -0.759 -2.489  -0.231
18 C -3.104 -1.060 -3.794  0.008
19 C -2.613 -0.300 -4.839  -0.027
20 C -1.756 0.752 -4.552  -0.026
21 C -1.398 0.965 -3.235  -0.118
22 N -1.842 0.219 -2.219  0.051
23 H -5.103 -2.111 -2.385  0.124
24 H -4.591 -3.617 1.531  0.125
25 H -4.101 -2.657 3.374  0.123
26 H -2.734 -2.910 5.420  0.121
27 H -0.263 -2.550 5.261  0.115
28 H 0.669 -1.714 3.134  0.035
29 H -3.769 -1.886 -3.992  0.120
30 H -2.901 -0.516 -5.858  0.120
31 H -1.359 1.385 -5.332  0.115
32 H -0.726 1.771 -2.976  0.092
33 C -0.370 2.199 4.766  -0.033
34 N 0.538 2.932 3.912  -0.122
35 C 0.761 4.287 3.936  -0.023
36 C 1.722 4.555 3.040  -0.033
37 N 2.109 3.360 2.449  0.038
38 C 1.331 2.351 2.980  -0.683
39 S 1.257 0.693 2.680  0.657
40 C 3.198 3.246 1.535  -0.255
41 C 4.034 4.341 1.326  0.005
42 C 5.130 4.174 0.499  -0.045
43 C 5.354 2.940 -0.085  -0.048
44 C 4.447 1.929 0.174  -0.121
45 N 3.387 2.078 0.957  0.126
46 H -0.870 2.895 5.433  0.099
47 H 0.179 1.459 5.347  0.092
48 H -1.110 1.668 4.167  0.082
49 H 0.212 4.946 4.583  0.135
50 H 2.143 5.502 2.762  0.120
51 H 3.860 5.293 1.803  0.101
52 H 5.805 5.000 0.324  0.117
53 H 6.212 2.767 -0.718  0.110
54 H 4.557 0.946 -0.270  0.111
55 C 2.866 -4.268 1.266  -0.053
56 C 3.380 -3.616 -0.018  -0.186
57 N 2.400 -3.619 -1.103  -0.070
58 C 2.545 -4.657 -2.125  -0.194
59 C 1.921 -5.992 -1.725  -0.057
60 C 1.376 -2.755 -1.095  -0.407
61 C 0.372 -2.823 -2.214  0.016
62 N 1.200 -1.832 -0.191  0.036
63 H 3.641 -4.227 2.029  0.085
64 H 2.611 -5.311 1.092  0.070
65 H 1.977 -3.762 1.645  0.059
66 H 4.258 -4.153 -0.370  0.124
67 H 3.691 -2.586 0.182  0.118
68 H 3.612 -4.796 -2.306  0.123
69 H 2.103 -4.311 -3.056  0.107
70 H 2.473 -6.455 -0.908  0.069
71 H 1.944 -6.674 -2.574  0.084
72 H 0.885 -5.864 -1.414  0.079
73 H -0.082 -3.811 -2.277  0.099
74 H 0.842 -2.597 -3.172  0.101
75 H -0.412 -2.090 -2.034  0.045
76 H 1.916 -1.827 0.530  0.039
77 C -2.829 2.850 -0.151  -0.095
78 N -1.902 3.955 -0.033  -0.257
79 C -2.004 4.888 -1.137  -0.093
80 C -0.538 3.581 0.315  -0.189
81 C 0.367 3.013 -0.772  -0.266
82 C 1.027 3.916 -1.606  -0.060
83 C 1.882 3.477 -2.603  -0.076
84 C 2.097 2.116 -2.758  -0.102
85 C 1.449 1.221 -1.920  -0.188
86 C 0.568 1.629 -0.900  -0.298
87 H -3.840 3.256 -0.194  0.094
88 H -2.762 2.224 0.748  0.076
89 H -2.672 2.227 -1.045  0.063
90 H -3.039 5.216 -1.226  0.088
91 H -1.690 4.461 -2.100  0.084
92 H -1.389 5.764 -0.924  0.087
93 H -0.623 2.856 1.137  0.084
94 H -0.069 4.488 0.713  0.116
95 H 0.874 4.981 -1.472  0.109
96 H 2.380 4.190 -3.248  0.106
97 H 2.763 1.753 -3.532  0.103
98 H 1.655 0.161 -2.069  0.075


4.
Entry from the OMol25 dataset: C40H46ClN4O6PReTe as an isolated structure at a distorted geometry (ωB97M-V/def2-TZVPD).

The energy is -91690.6903 eV. For the energy above the lowest of the compared OMol25 structures with the same formula, charge and spin, the calculation gives 0.000 eV. Its expectation value of S² is 1.033. As for the LUMO energy (alpha / beta): -5.844 / -7.278 eV. Its charge is +2. The spin multiplicity is 2. The value obtained for the frontier orbital gap (alpha / beta) is 6.7 / 4.9 eV. The value obtained for the largest force on an atom is 0.0342 Eh/bohr.

Each line ends with the Mulliken spin population.
Atoms and positions in Å:
1 Re -0.138 -0.044 -0.147  0.112
2 C 0.646 -1.477 5.395  -0.009
3 C 0.150 -2.607 4.750  0.008
4 C -0.024 -2.605 3.378  -0.004
5 C 0.303 -1.476 2.616  -0.022
6 C 0.735 -0.330 3.274  0.043
7 C 0.910 -0.335 4.653  0.010
8 N 0.200 -1.530 1.176  -0.037
9 N 0.579 -2.783 0.686  -0.024
10 C 0.361 -2.584 -1.782  -0.032
11 C 0.402 -3.301 -2.967  0.007
12 C 0.711 -2.659 -4.153  -0.002
13 C 1.021 -1.310 -4.112  0.000
14 C 0.985 -0.660 -2.899  0.001
15 N 0.638 -1.273 -1.744  0.032
16 H 0.795 -1.480 6.469  0.000
17 H -0.115 -3.491 5.321  0.000
18 H -0.469 -3.466 2.899  -0.002
19 H 0.926 0.573 2.727  0.004
20 H 1.257 0.567 5.144  0.000
21 H 0.190 -4.362 -2.945  0.000
22 H 0.718 -3.202 -5.091  0.000
23 H 1.288 -0.761 -5.006  0.000
24 H 1.229 0.391 -2.823  -0.008
25 C 3.620 0.673 -0.855  -0.016
26 Te 2.163 1.286 0.639  0.904
27 C 4.368 -1.354 1.383  -0.206
28 C 5.390 -0.637 0.564  0.006
29 C 6.739 -0.853 0.853  0.006
30 C 7.744 -0.168 0.192  -0.001
31 C 7.394 0.788 -0.750  0.000
32 C 6.056 1.045 -1.010  0.010
33 C 5.025 0.340 -0.383  -0.031
34 H 3.681 1.524 -1.526  0.009
35 H 3.169 -0.140 -1.418  -0.033
36 H 4.732 -1.517 2.397  -0.016
37 H 3.466 -0.763 1.440  0.254
38 H 7.007 -1.558 1.636  0.000
39 H 8.784 -0.363 0.429  0.000
40 H 8.161 1.348 -1.274  0.000
41 H 5.799 1.816 -1.728  0.001
42 C -4.226 -0.465 0.679  0.004
43 O -3.427 0.740 0.620  0.004
44 P -1.958 0.919 1.183  0.002
45 O -1.711 2.462 1.021  -0.001
46 C -2.590 3.490 1.570  0.002
47 O -2.149 0.783 2.754  -0.002
48 C -2.660 -0.384 3.429  0.001
49 H -4.515 -0.689 1.702  0.000
50 H -3.695 -1.314 0.242  -0.001
51 H -5.118 -0.275 0.093  0.000
52 H -2.286 4.420 1.106  0.000
53 H -2.456 3.543 2.647  0.000
54 H -3.627 3.268 1.330  0.000
55 H -2.047 -0.563 4.301  0.000
56 H -2.643 -1.268 2.791  0.000
57 H -3.680 -0.185 3.745  0.000
58 C -4.986 1.473 -2.032  -0.001
59 C -4.516 0.074 -2.353  0.000
60 C -5.450 -0.870 -2.789  0.000
61 C -5.091 -2.176 -3.080  -0.001
62 Cl -6.282 -3.294 -3.640  0.000
63 C -3.782 -2.591 -2.907  -0.002
64 C -2.846 -1.665 -2.473  0.000
65 C -3.198 -0.352 -2.229  -0.007
66 O -2.169 0.499 -1.809  -0.004
67 C -1.957 1.641 -2.643  0.001
68 C -0.679 2.297 -2.228  0.007
69 O -0.341 3.329 -2.739  0.009
70 O 0.033 1.636 -1.318  -0.001
71 H -6.034 1.450 -1.734  0.000
72 H -4.919 2.123 -2.906  0.000
73 H -4.412 1.917 -1.219  0.000
74 H -6.489 -0.574 -2.892  0.000
75 H -3.501 -3.615 -3.131  0.000
76 H -1.819 -1.963 -2.327  0.001
77 H -2.755 2.368 -2.552  -0.002
78 H -1.871 1.336 -3.686  0.001
79 C 5.030 -3.718 0.878  0.002
80 N 3.910 -2.724 0.880  -0.018
81 C 3.406 -2.596 -0.520  0.001
82 C 2.815 -3.172 1.849  0.017
83 C 1.516 -3.677 1.282  -0.007
84 C 1.170 -4.952 1.524  0.001
85 C -0.165 -5.506 1.425  -0.001
86 C -1.167 -5.100 0.625  0.003
87 C -0.980 -4.179 -0.477  -0.002
88 C -0.042 -3.229 -0.519  0.036
89 H 5.802 -3.375 0.199  0.000
90 H 4.643 -4.680 0.550  0.000
91 H 5.437 -3.801 1.884  -0.001
92 H 4.238 -2.302 -1.155  0.001
93 H 2.633 -1.840 -0.534  0.002
94 H 3.009 -3.555 -0.847  0.000
95 H 2.603 -2.323 2.494  -0.009
96 H 3.240 -3.956 2.466  0.001
97 H 1.932 -5.606 1.936  0.000
98 H -0.357 -6.364 2.065  -0.001
99 H -2.109 -5.637 0.677  0.000
100 H -1.579 -4.351 -1.370  -0.001